{"formula": "CH4N2O", "method": "ωB97M-V/def2-TZVPD", "de_lowest_kcal_mol": 125.1, "max_force_ev_per_a": 3.5, "smiles": "C=N.N=O", "multiplicity": 1, "e_homo_ev": -8.73, "symbols": ["C", "N", "H", "H", "H", "N", "O", "H"], "xyz": [[1.4626, -0.1993, -0.5054], [0.5727, -0.0316, 0.3769], [1.5013, 0.5160, -1.2195], [1.9044, -1.0984, -0.6492], [0.6738, -0.6292, 1.1749], [-1.7884, 0.4746, 0.6470], [-2.2811, -0.3780, -0.0127], [-2.0453, 1.3459, 0.1881]], "lowdin_charge": [-0.07, 0.03, 0.03, 0.04, 0.05, -0.03, -0.08, 0.04]}